116
Properties=species:S:1:pos:R:3 method="wB97M-V/def2-TZVPD" total_charge=-1 lumo_energy_ha="0.08250 / 0.08249" multiplicity=3
C -3.9144 5.7626 -2.0353
O -2.2764 2.1119 -0.4330
H 2.1852 -1.2604 3.4448
C -3.5652 -0.1083 2.2938
H -3.0358 6.4075 -2.0186
H 3.1016 -4.1297 -3.8042
C -5.1697 3.8614 -0.8237
C -3.7404 -1.7546 -3.1351
C 4.6506 1.3552 -0.0319
H -0.2317 -2.2274 -2.2620
C 1.7540 -3.3039 2.8353
H -0.3582 -1.7376 3.7755
N -2.9040 0.7689 3.2622
H -4.4718 2.1240 3.7033
H 5.2014 -2.6633 -3.0431
C 0.2963 -2.3817 -3.2030
H -5.8361 3.9137 0.0373
H -1.0172 3.6756 1.6661
C 3.3360 -4.7619 -1.1795
H -4.6482 -2.2196 -2.7508
N -0.7811 0.1152 4.7544
H -1.7851 0.2910 6.6830
H -2.1681 -0.1374 -4.1388
H 1.0921 -3.7324 3.5879
C -0.5397 -1.3379 4.7732
H -5.6581 3.9344 -1.7954
C 4.8892 -1.8091 -3.6438
C 0.2731 3.1212 4.1047
H -3.6209 -0.4019 -1.5426
H -4.3791 5.5614 0.1004
H -3.9566 5.1355 -2.9259
C -4.0786 4.9519 -0.7518
C 1.0294 2.9496 -2.3199
O -3.1775 1.5505 -3.8145
H -3.0120 -0.9935 1.9799
H 3.4371 2.9501 0.7741
O -0.5033 0.3628 2.1375
C -0.1969 -4.7314 0.8029
H -4.4657 -0.5000 2.7671
H 5.5878 -3.8057 -0.3577
C -0.2294 -3.2207 1.2558
O -2.9413 4.2457 -0.5204
C -1.6117 3.5940 2.5761
C -3.6575 -0.3378 -2.6301
C -2.4878 0.4215 -3.2593
F 5.4437 1.4347 1.0210
H 3.3621 -5.1467 -0.1600
H -3.1609 2.1117 4.9314
H 0.3302 -1.4118 -3.6991
H 5.4421 -2.1722 -0.9267
H -4.2316 0.7397 4.8100
O 2.1198 -1.3518 -0.9094
O 2.4022 2.0143 -0.6781
H -4.8426 6.3280 -2.1180
H 3.2350 -2.5343 4.2605
H 1.4688 -4.5963 -4.1186
F 0.5961 -4.9852 -0.1959
O -5.2899 2.0064 -4.5098
V 0.8560 -0.3304 0.5448
H 5.7446 -1.1372 -3.7131
O -4.3669 2.6932 -0.7680
H -0.0427 0.5384 6.6695
H 2.1884 4.0200 -0.9824
H 1.0236 2.0905 -2.9907
H -1.1643 1.8266 6.1643
H 4.5863 -2.8277 0.5764
F -1.4244 -5.1213 0.4635
F -0.0359 -5.5260 1.8200
H -2.9528 -2.3609 -2.6877
H 0.4520 4.1963 4.0910
H -1.6325 0.5771 -2.6018
C 2.3308 3.1241 -1.5866
C -3.7346 1.5129 4.2240
F 5.2048 2.0726 -0.9922
H 2.1444 -0.1858 -3.9908
H 2.4237 -4.1412 2.6394
H 3.5641 -2.0043 2.6482
H 3.2279 3.2497 -2.1928
H -1.6447 4.5838 3.0313
H 1.1090 2.5985 3.6399
C -0.9664 0.7552 6.1330
H 0.7714 3.8581 -2.8641
H 0.3430 2.8560 5.1597
H -2.6112 3.3263 2.2334
H -0.3554 -2.9984 -3.8219
O -4.8386 0.3429 -3.1096
O -0.6478 -2.1752 0.4152
C 3.2713 1.9279 0.4340
H -0.8712 -3.3098 2.1324
H -3.7132 -1.8362 -4.2217
H 3.9657 -5.4243 -1.7734
H 2.9704 0.6341 -2.6452
F 4.7540 0.0774 -0.4923
C 4.8808 -2.9826 -0.4616
C 2.1279 -3.7288 -4.0857
H 2.2969 -4.9120 -1.4725
N 1.6562 -2.8640 -3.0078
H -3.5905 0.4407 1.3525
C 2.7491 -2.1882 3.3482
C -3.1279 2.9331 -0.5908
O 0.0565 0.3069 -0.6550
O 2.5139 1.0987 1.3004
H 2.1107 -3.1721 -5.0227
H 0.2685 -1.5407 5.4759
N 3.7077 -1.2105 -2.9845
C -4.4860 1.3692 -3.8763
H 4.6273 -2.2382 -4.6110
H 3.8140 0.6192 -4.0913
N 3.7334 -3.3264 -1.2842
N -0.9829 2.6647 3.5247
O 1.0480 -2.6446 1.7167
H 0.1698 2.8645 -1.6552
P 2.7347 -2.1165 -1.9599
C 3.1111 0.0074 -3.5259
P -1.1740 0.9390 3.3305
H -1.4633 -1.8476 5.0477